1.
Formula: C5H8O2
Source: OMol25
Level of theory: ωB97M-V with the def2-TZVPD basis set

CARTESIAN COORDINATES (ANGSTROEM)
O1 -2.2463 1.2170 0.2052
C1 -2.1670 -0.1468 0.5352
C2 -1.0317 -0.8316 -0.1907
O2 0.1608 -0.1392 0.1625
C3 1.2123 -0.2879 -0.6034
C4 2.4062 0.3124 -0.3202
C5 2.6055 0.9565 0.9255
H1 -1.4029 1.6208 0.4557
H2 -3.0832 -0.6341 0.1907
H3 -2.0680 -0.2982 1.6199
H4 -1.1837 -0.7455 -1.2727
H5 -0.9313 -1.8776 0.1167
H6 1.0834 -0.8950 -1.5104
H7 3.0933 0.2316 -1.1587
H8 3.5526 1.5173 0.8447

Values from the calculation:
LUMO (alpha / beta), eV: -0.47 / -0.47
DFT total energy, hartree: -345.62323
HOMO (alpha / beta), eV: -7.95 / -7.95
M, g mol⁻¹: 100.117
Relative energy (zero: lowest compared OMol25 entry of this formula, charge and spin), eV: 4.945
Gap between HOMO and LUMO (alpha / beta), eV: 7.48 / 7.48
Total charge: 0

Charges computed using natural (NBO), reported in e: -0.706, -0.081, -0.096, -0.457, 0.352, -0.509, -0.183, 0.479, 0.187, 0.175, 0.185, 0.192, 0.170, 0.189, 0.102

---

2.
Formula: C5H8O2
Source: OMol25
Level of theory: ωB97M-V with the def2-TZVPD basis set

CARTESIAN COORDINATES (ANGSTROEM)
O1 0.5171 -0.0756 1.1701
C1 1.4733 0.6930 0.4136
C2 0.7099 0.4654 -0.8801
C3 -0.4293 -0.1371 -0.0729
O2 0.2800 -2.4506 0.6669
C4 -1.5700 0.6310 0.3414
C5 -2.5185 1.2402 0.7531
H1 0.6381 -1.6234 1.0719
H2 2.4888 0.2793 0.4418
H3 1.5017 1.7337 0.7504
H4 1.1803 -0.3050 -1.4955
H5 0.4233 1.3282 -1.4665
H6 -0.7998 -1.0667 -0.5488
H7 -0.5395 -2.5670 1.1600
H8 -3.3262 1.8404 1.0922

Values from the calculation:
Structure (SMILES): C#C[C@H]1CCO1.O
LUMO, eV: 0.92
DFT total energy, hartree: -345.65428
HOMO, eV: -10.03
M, g mol⁻¹: 100.117
Relative energy (zero: lowest compared OMol25 entry of this formula, charge and spin), eV: 4.100
Gap between HOMO and LUMO, eV: 10.94
Total charge: 0

Charges computed using natural (NBO), reported in e: -0.543, -0.062, -0.440, 0.020, -0.978, -0.055, -0.194, 0.484, 0.185, 0.181, 0.224, 0.220, 0.264, 0.457, 0.237

---

3.
Formula: C5H8O2
Source: OMol25
Level of theory: ωB97M-V with the def2-TZVPD basis set

CARTESIAN COORDINATES (ANGSTROEM)
C1 1.2058 0.8286 0.8973
C2 -1.8132 0.3720 -0.0799
C3 0.6843 0.3780 -0.4413
C4 -0.5196 -0.2083 -0.5604
C5 -0.4442 -1.7050 -0.4558
O1 1.6521 0.1051 -1.3973
O2 0.5310 -2.3202 -0.0407
H1 2.5175 0.4010 -1.0683
H2 -1.3895 -2.2300 -0.6682
H3 2.2097 0.4159 1.0603
H4 1.2607 1.9159 0.9661
H5 0.5876 0.4478 1.7187
H6 -2.2255 1.0065 -0.8753
H7 -2.5646 -0.3955 0.1307
H8 -1.6921 0.9883 0.8141

Values from the calculation:
Structure (SMILES): C/C(O)=C(\C)C=O
LUMO, eV: 0.12
DFT total energy, hartree: -345.70622
HOMO, eV: -8.01
M, g mol⁻¹: 100.117
Relative energy (zero: lowest compared OMol25 entry of this formula, charge and spin), eV: 2.687
Gap between HOMO and LUMO, eV: 8.14
Total charge: 0

Charges computed using natural (NBO), reported in e: -0.702, -0.618, 0.486, -0.319, 0.405, -0.631, -0.568, 0.479, 0.115, 0.236, 0.231, 0.238, 0.221, 0.217, 0.209

---

4.
Formula: C5H8O2
Source: OMol25
Level of theory: ωB97M-V with the def2-TZVPD basis set

CARTESIAN COORDINATES (ANGSTROEM)
O1 -2.5711 0.9668 0.1916
C1 -2.1540 -0.3274 0.5559
C2 -0.9247 -0.7453 -0.2211
O2 0.1188 0.1302 0.1613
C3 1.2871 -0.1298 -0.5810
C4 2.4325 0.6015 -0.0373
C5 3.4027 1.1779 0.3784
H1 -1.8036 1.5390 0.3271
H2 -2.9840 -1.0048 0.3363
H3 -1.9300 -0.3928 1.6320
H4 -1.1212 -0.6734 -1.3050
H5 -0.6473 -1.7862 0.0111
H6 1.1213 0.1429 -1.6336
H7 1.5198 -1.2042 -0.5594
H8 4.2536 1.7057 0.7437

Values from the calculation:
Structure (SMILES): C#CCOCCO
LUMO, eV: 0.92
DFT total energy, hartree: -345.69891
HOMO, eV: -10.14
M, g mol⁻¹: 100.117
Relative energy (zero: lowest compared OMol25 entry of this formula, charge and spin), eV: 2.886
Gap between HOMO and LUMO, eV: 11.06
Total charge: 0

Charges computed using natural (NBO), reported in e: -0.711, -0.079, -0.094, -0.535, -0.134, -0.035, -0.207, 0.474, 0.184, 0.167, 0.172, 0.170, 0.197, 0.195, 0.237

---

5.
Formula: C5H8O2
Source: OMol25
Level of theory: ωB97M-V with the def2-TZVPD basis set

CARTESIAN COORDINATES (ANGSTROEM)
O1 -1.4946 0.9909 1.4963
C1 -0.7323 -0.0794 0.9968
C2 -1.0359 -0.4492 -0.4706
C3 0.4784 -0.4438 -0.7207
O2 1.1822 -1.4709 -1.3224
C4 0.9889 0.9482 -0.5633
C5 0.7464 0.0941 0.6619
H1 -1.2986 1.0788 2.4370
H2 -0.8371 -0.9721 1.6290
H3 -1.5314 -1.4144 -0.5930
H4 -1.5884 0.3229 -1.0166
H5 1.1479 -1.3399 -2.2781
H6 2.0450 1.0804 -0.7865
H7 0.3574 1.8057 -0.7927
H8 1.5720 -0.1511 1.3229

Values from the calculation:
Structure (SMILES): O[C@H]1C[C@@]2(O)C[C@@H]12
LUMO, eV: 0.85
DFT total energy, hartree: -345.72653
HOMO, eV: -9.55
M, g mol⁻¹: 100.117
Relative energy (zero: lowest compared OMol25 entry of this formula, charge and spin), eV: 2.134
Gap between HOMO and LUMO, eV: 10.40
Total charge: 0

Charges computed using natural (NBO), reported in e: -0.713, 0.112, -0.443, 0.251, -0.685, -0.447, -0.273, 0.469, 0.165, 0.220, 0.211, 0.473, 0.228, 0.215, 0.219

---

6.
Formula: C5H8O2
Source: OMol25
Level of theory: ωB97M-V with the def2-TZVPD basis set

CARTESIAN COORDINATES (ANGSTROEM)
C1 -1.0380 2.4439 -0.7021
C2 -1.5760 2.2841 0.4611
O1 -1.7490 -0.5060 0.1550
O2 -2.0405 2.1652 1.5191
H1 -0.9125 -0.5024 0.6215
H2 -1.8346 -1.3746 -0.2418
H3 -0.5141 3.3456 -0.9576
H4 -1.1192 1.6712 -1.4431
C3 1.6884 -2.0337 -0.5729
C4 1.4714 -1.0136 0.4279
C5 1.2717 -0.1668 1.2507
H5 1.1384 -2.9443 -0.3087
H6 2.7557 -2.2707 -0.6330
H7 1.3502 -1.6757 -1.5477
H8 1.1081 0.5777 1.9715

Values from the calculation:
Structure (SMILES): C=C=O.C#CC.O
LUMO, eV: 0.68
DFT total energy, hartree: -345.69079
HOMO, eV: -8.97
M, g mol⁻¹: 100.117
Relative energy (zero: lowest compared OMol25 entry of this formula, charge and spin), eV: 3.107
Gap between HOMO and LUMO, eV: 9.65
Total charge: 0

Charges computed using natural (NBO), reported in e: -0.799, 0.734, -0.958, -0.467, 0.487, 0.470, 0.257, 0.271, -0.699, 0.021, -0.285, 0.239, 0.245, 0.242, 0.244

---

7.
Formula: C5H8O2
Source: OMol25
Level of theory: ωB97M-V with the def2-TZVPD basis set

CARTESIAN COORDINATES (ANGSTROEM)
O1 1.2229 0.1633 -2.0888
C1 1.3069 0.8547 -0.4004
C2 0.0713 0.3077 0.0120
C3 -1.1925 1.0953 0.3865
C4 -1.4537 0.0066 1.4323
O2 -2.3628 -0.2150 2.1855
C5 -0.1360 -0.7183 1.1373
H1 1.8025 -0.6164 -2.1741
H2 2.2454 0.4200 -0.0552
H3 1.3782 1.9014 -0.6882
H4 0.2913 -0.1235 -1.3996
H5 -1.0286 2.0791 0.8474
H6 -1.9873 1.1929 -0.3623
H7 0.5624 -0.6619 1.9854
H8 -0.2635 -1.7734 0.8671

Values from the calculation:
LUMO, eV: 0.63
DFT total energy, hartree: -345.64625
HOMO, eV: -8.45
M, g mol⁻¹: 100.117
Relative energy (zero: lowest compared OMol25 entry of this formula, charge and spin), eV: 4.319
Gap between HOMO and LUMO, eV: 9.08
Total charge: 0

Charges computed using natural (NBO), reported in e: -0.863, -0.063, -0.401, -0.524, 0.628, -0.515, -0.527, 0.477, 0.202, 0.215, 0.466, 0.223, 0.231, 0.222, 0.228

---

8.
Formula: C5H8O2
Source: OMol25
Level of theory: ωB97M-V with the def2-TZVPD basis set

CARTESIAN COORDINATES (ANGSTROEM)
O1 1.9503 -0.8082 -0.6566
C1 1.0683 -0.3106 0.2849
C2 0.6544 1.1860 0.0097
C3 -0.7751 1.1363 -0.2865
C4 -1.4432 0.0143 0.2698
C5 -0.2893 -1.1389 0.1464
O2 -0.4128 -1.6130 -1.0557
H1 1.3392 -1.2953 -1.2640
H2 1.5334 -0.3816 1.2765
H3 0.7829 1.7165 0.9675
H4 1.2646 1.7004 -0.7418
H5 -1.2590 1.8208 -0.9843
H6 -1.7164 0.1412 1.3297
H7 -2.3121 -0.3209 -0.2991
H8 -0.3852 -1.8470 1.0036

Values from the calculation:
LUMO (alpha / beta), eV: -1.85 / -1.91
DFT total energy, hartree: -345.65045
HOMO (alpha / beta), eV: -8.38 / -8.35
M, g mol⁻¹: 100.117
Relative energy (zero: lowest compared OMol25 entry of this formula, charge and spin), eV: 4.204
Gap between HOMO and LUMO (alpha / beta), eV: 6.53 / 6.44
Total charge: 0

Charges computed using natural (NBO), reported in e: -0.714, 0.091, -0.569, 0.272, -0.590, 0.174, -0.768, 0.503, 0.169, 0.280, 0.255, 0.207, 0.297, 0.263, 0.129

---

9.
Formula: C5H8O2
Source: OMol25
Level of theory: ωB97M-V with the def2-TZVPD basis set

CARTESIAN COORDINATES (ANGSTROEM)
C1 -0.5476 1.8019 -0.2235
C2 -0.4850 0.3324 -0.0945
C3 -1.0190 -0.8188 -0.8412
C4 -0.9056 -0.7243 0.6788
O1 1.5728 0.2515 -0.2234
C5 2.0923 -0.6969 0.3990
O2 1.4739 -1.6819 0.9240
H1 0.0839 2.1478 -1.0444
H2 -0.2511 2.2999 0.7027
H3 -1.5890 2.0632 -0.4482
H4 -1.9488 -0.6482 -1.3890
H5 -0.3368 -1.5095 -1.3354
H6 -1.6397 -0.7258 1.4774
H7 0.3120 -1.3725 0.8919
H8 3.1876 -0.7190 0.5257

Values from the calculation:
LUMO, eV: 0.75
DFT total energy, hartree: -345.67463
HOMO, eV: -8.82
M, g mol⁻¹: 100.117
Relative energy (zero: lowest compared OMol25 entry of this formula, charge and spin), eV: 3.546
Gap between HOMO and LUMO, eV: 9.58
Total charge: 0

Charges computed using natural (NBO), reported in e: -0.670, 0.384, -0.448, -0.578, -0.624, 0.677, -0.665, 0.245, 0.232, 0.242, 0.205, 0.216, 0.242, 0.438, 0.105

---

10.
Formula: C5H8O2
Source: OMol25
Level of theory: ωB97M-V with the def2-TZVPD basis set

CARTESIAN COORDINATES (ANGSTROEM)
C1 -0.7903 -1.6427 -0.6751
C2 0.1094 -0.5020 -0.3167
C3 0.1753 0.8275 -1.0132
C4 -0.0702 0.7589 0.4719
O1 -1.2033 1.2428 1.0932
C5 1.2155 0.3639 1.1766
O2 1.3703 -0.7765 0.3016
H1 -0.6733 -1.9408 -1.7216
H2 -1.8366 -1.3681 -0.5080
H3 -0.5559 -2.5016 -0.0412
H4 1.1221 1.1815 -1.4179
H5 -0.7109 1.0758 -1.5931
H6 -1.2670 2.1882 0.9077
H7 2.0720 1.0473 1.1250
H8 1.0430 0.0458 2.2109

Values from the calculation:
LUMO, eV: 0.78
DFT total energy, hartree: -345.71499
HOMO, eV: -9.06
M, g mol⁻¹: 100.117
Relative energy (zero: lowest compared OMol25 entry of this formula, charge and spin), eV: 2.448
Gap between HOMO and LUMO, eV: 9.84
Total charge: 0

Charges computed using natural (NBO), reported in e: -0.638, 0.248, -0.472, 0.181, -0.682, -0.081, -0.516, 0.217, 0.229, 0.233, 0.219, 0.224, 0.476, 0.174, 0.187

---

11.
Formula: C5H8O2
Source: OMol25
Level of theory: ωB97M-V with the def2-TZVPD basis set

CARTESIAN COORDINATES (ANGSTROEM)
C1 -1.0031 -0.5714 0.4383
C2 -0.6496 -1.8115 0.7818
C3 0.3241 0.1721 0.1415
C4 0.1892 1.6117 0.6016
C5 0.4406 0.1300 -1.4574
O1 0.5690 -2.1238 1.0505
O2 1.3366 -0.4841 0.6474
H1 -2.0330 -0.1741 0.2823
H2 -1.2661 -2.6236 0.7898
H3 0.0250 1.7061 1.7605
H4 -0.6103 1.9995 -0.0093
H5 1.2765 2.0594 0.3588
H6 0.4497 -0.9691 -1.5259
H7 1.3554 0.6271 -1.8043
H8 -0.4038 0.4518 -2.0556

Values from the calculation:
LUMO (alpha / beta), eV: -1.67 / -1.64
DFT total energy, hartree: -345.60375
HOMO (alpha / beta), eV: -8.80 / -8.79
M, g mol⁻¹: 100.117
Relative energy (zero: lowest compared OMol25 entry of this formula, charge and spin), eV: 5.475
Gap between HOMO and LUMO (alpha / beta), eV: 7.12 / 7.16
Total charge: 0

Charges computed using natural (NBO), reported in e: -0.305, 0.122, 0.191, -0.599, -0.647, -0.272, -0.266, 0.241, 0.231, 0.228, 0.221, 0.222, 0.216, 0.210, 0.206

---

12.
Formula: C5H8O2
Source: OMol25
Level of theory: ωB97M-V with the def2-TZVPD basis set

CARTESIAN COORDINATES (ANGSTROEM)
O1 1.6721 -1.6293 -1.0126
C1 0.2647 -1.4734 -0.6229
C2 0.2054 -0.0666 -0.0284
C3 -0.1510 0.2941 1.4478
C4 -0.8409 1.5545 0.9184
O2 -1.2874 2.5406 1.4412
C5 -0.6890 1.1041 -0.5389
H1 1.8449 -1.2668 -1.8947
H2 -0.4038 -1.6341 -1.4804
H3 0.0978 -2.2659 0.1150
H4 1.2875 0.0410 -0.2554
H5 -0.8501 -0.3641 1.9803
H6 0.6996 0.4897 2.1072
H7 -1.6570 0.8441 -0.9896
H8 -0.1927 1.8319 -1.1869

Values from the calculation:
Structure (SMILES): O=C1CC(CO)C1
LUMO, eV: 0.75
DFT total energy, hartree: -345.73489
HOMO, eV: -9.59
M, g mol⁻¹: 100.117
Relative energy (zero: lowest compared OMol25 entry of this formula, charge and spin), eV: 1.907
Gap between HOMO and LUMO, eV: 10.34
Total charge: 0

Charges computed using natural (NBO), reported in e: -0.741, -0.068, -0.278, -0.525, 0.620, -0.512, -0.530, 0.469, 0.179, 0.193, 0.252, 0.234, 0.239, 0.233, 0.235

---

The lowest relative energy (zero: lowest compared OMol25 entry of this formula, charge and spin) belongs to which entry? number 12

---

What is the formula in the sixth record? C5H8O2